Record 1
# C4H37NO14

14 unconnected molecules or ions with the total composition C4H37NO14 in a non-equilibrium geometry (ωB97M-V with the def2-TZVPD basis set, OMol25).

As for the net charge: 0. As for the lowest unoccupied orbital energy: 0.18 eV. The energy above the lowest of the compared OMol25 structures with the same formula, charge and spin is 11.01 kcal per mole. As for the gap between HOMO and LUMO: 10.037 eV. The calculation puts the electronic energy at -34906.36052 eV.

Element x y z (Å)
C (0.9511, -1.0412, 0.8814)
O (0.1399, -1.1078, 2.0457)
C (0.0787, -0.7051, -0.3423)
C (0.8411, -0.9986, -1.6434)
C (1.9450, 0.0697, -1.8941)
N (1.4227, 1.3647, -2.3987)
H (1.7243, -0.2851, 1.1009)
H (1.4293, -2.0373, 0.8152)
H (-0.4918, -0.2341, 2.1437)
H (-0.8926, -1.2763, -0.3082)
H (-0.2415, 0.3529, -0.2840)
H (1.2348, -1.9767, -1.5998)
H (0.1493, -1.0530, -2.4698)
H (2.6666, -0.3216, -2.6758)
H (2.4785, 0.3346, -0.9408)
H (0.6416, 1.7084, -1.8317)
H (1.0530, 1.3082, -3.3406)
H (-2.0672, 0.9700, 1.6418)
H (-0.8232, 1.7472, 2.1788)
O (-1.4332, 0.9293, 2.3368)
H (-1.3139, 3.3322, -1.2940)
H (-1.8406, 1.9974, -0.7460)
O (-1.0134, 2.4752, -1.0079)
H (4.4463, 0.5842, 2.7850)
H (3.1080, -0.1260, 2.8987)
O (3.7364, 0.2464, 2.2639)
H (-1.1878, 0.6862, -2.5796)
H (-2.6110, 0.6016, -1.9864)
O (-2.0648, 0.3106, -2.7651)
H (-2.4865, -1.4006, -2.6639)
H (-2.0822, -2.7015, -1.9432)
O (-2.8398, -2.2076, -2.2968)
H (2.9533, 1.6504, 1.5996)
H (2.9454, 2.6390, 0.3781)
O (2.6091, 2.4668, 1.2678)
H (1.2144, -0.9074, 3.4366)
H (2.1586, -1.6887, 4.3559)
O (1.9679, -0.8085, 3.9808)
H (3.5827, 3.8132, -1.4008)
H (2.9015, 2.4663, -1.7560)
O (3.6289, 2.8883, -1.1889)
H (0.9438, 2.7952, 1.3897)
H (-0.2768, 2.8497, 0.5432)
O (-0.0123, 2.9437, 1.4415)
H (-4.1143, 1.5079, -0.3655)
H (-3.3929, 0.0582, -0.1797)
O (-3.2256, 1.0335, -0.4501)
H (-1.0710, -2.2451, 1.6927)
H (-2.0090, -3.3345, 2.1654)
O (-1.7673, -2.8096, 1.3641)
H (-2.9723, -1.8846, 0.6304)
H (-3.5011, -1.8091, -0.8208)
O (-3.6697, -1.4216, 0.0932)
H (-1.1987, -3.3993, -0.1476)
H (-1.3408, -4.6154, -1.0623)
O (-1.0109, -3.7347, -1.0472)

Atomic forces in eV per Å
C -0.27 0.21 0.23
O -1.68 1.19 0.84
C -0.26 -0.33 -0.04
C -0.12 1.64 0.50
C 0.07 -0.18 -0.57
N -0.12 0.10 0.35
H -0.13 -0.33 -0.67
H -0.13 0.48 -0.33
H 1.02 -1.38 -0.25
H 1.09 0.39 -0.03
H 0.34 -0.37 -0.02
H 0.77 -1.17 0.26
H -0.20 0.30 -0.48
H -0.58 0.51 1.10
H -0.23 -0.62 -0.92
H 0.41 -0.17 -0.01
H 0.23 -0.22 -0.11
H -0.96 0.07 -0.96
H -0.71 -0.70 -0.06
O 1.62 0.65 0.90
H -0.11 0.59 -0.30
H 0.35 0.16 -0.05
O -0.45 -0.42 0.09
H 0.82 0.39 0.52
H -0.24 -0.35 0.50
O -0.23 -0.24 -0.90
H -0.41 -0.16 -0.15
H 0.42 -0.19 -0.83
O 0.03 0.55 0.40
H 0.36 0.85 -0.38
H 0.16 -0.28 -0.14
O -0.71 -0.88 0.21
H 0.78 -1.15 0.31
H 0.47 -0.12 -0.25
O -1.22 1.47 0.02
H -1.91 -0.42 -1.38
H -0.16 0.68 -0.30
O 2.03 -0.38 1.91
H 0.06 0.68 -0.15
H 0.84 0.45 0.55
O -1.04 -1.12 -0.84
H 0.98 -0.09 0.38
H -0.68 -0.11 -1.42
O -0.14 0.28 1.57
H 1.84 -1.06 -0.17
H -0.11 -0.01 0.08
O -2.00 1.03 0.57
H 1.45 1.32 0.50
H 0.04 0.42 -1.08
O -1.28 -1.82 1.16
H -0.79 0.46 -0.19
H -0.24 0.34 0.30
O 0.63 -0.48 -0.17
H 0.02 -0.36 -0.09
H -0.39 -1.14 -0.06
O 0.65 1.04 0.07

Atom-resolved charges from natural (NBO), all expressed in e: -0.083, -0.842, -0.442, -0.433, -0.225, -0.892, 0.194, 0.180, 0.516, 0.206, 0.204, 0.218, 0.210, 0.202, 0.203, 0.387, 0.362, 0.484, 0.522, -0.971, 0.488, 0.515, -0.997, 0.476, 0.502, -0.980, 0.478, 0.497, -0.986, 0.501, 0.494, -0.995, 0.497, 0.499, -1.020, 0.500, 0.478, -0.967, 0.473, 0.509, -0.979, 0.511, 0.483, -0.992, 0.502, 0.524, -1.047, 0.514, 0.499, -0.988, 0.500, 0.510, -1.009, 0.500, 0.478, -0.973

---

Record 2
# C4H38BO27

20 unconnected molecules or ions with the total composition C4H38BO27 in a non-equilibrium geometry (ωB97M-V with the def2-TZVPD basis set, OMol25).

As for the net charge: -1. As for the lowest unoccupied orbital energy: 1.75 eV. The energy above the lowest of the compared OMol25 structures with the same formula, charge and spin is 4.50 kcal per mole. As for the gap between HOMO and LUMO: 9.912 eV. The calculation puts the electronic energy at -60734.01723 eV.

Element x y z (Å)
O (-0.8752, 3.0482, -1.6035)
C (-0.4266, 2.2356, -0.8362)
O (-0.4676, 0.9355, -1.0115)
B (0.2903, 0.2026, -0.0142)
O (0.8408, 1.2851, 0.8501)
C (0.4288, 2.4465, 0.4282)
O (0.7338, 3.5220, 0.8651)
O (1.3368, -0.6451, -0.6154)
C (1.1082, -1.9124, -0.2470)
O (1.8261, -2.8204, -0.5445)
C (-0.1416, -1.9540, 0.6176)
O (-0.5803, -0.7375, 0.7677)
O (-0.6021, -2.9485, 1.1242)
O (-2.4056, 1.2488, -3.3198)
H (-2.1858, 1.5032, -2.4174)
H (-2.3051, 2.0676, -3.8305)
O (1.2387, -4.3515, -3.2622)
H (2.0522, -3.8205, -3.1403)
H (0.5831, -3.7284, -3.5950)
O (0.2873, -5.7069, 2.1972)
H (0.3728, -5.3570, 1.2895)
H (1.1239, -6.1505, 2.3646)
O (0.3149, -5.5018, -0.6745)
H (0.7401, -4.9743, -1.3746)
H (-0.6249, -5.3124, -0.7667)
O (3.5702, 3.2617, 2.0090)
H (4.2562, 3.2577, 1.3332)
H (2.7561, 3.4955, 1.5351)
O (-0.1513, -2.7720, 4.2577)
H (-0.9339, -3.0337, 4.7524)
H (-0.2396, -3.2236, 3.4073)
O (3.3753, 0.4996, -2.1270)
H (2.6810, 0.8839, -2.6737)
H (2.9228, -0.1890, -1.6069)
O (4.0529, -4.2228, 0.1285)
H (4.1639, -3.4627, -0.4470)
H (3.2456, -4.0315, 0.6114)
O (-2.9852, 0.5348, 2.4786)
H (-2.6258, -0.3161, 2.1982)
H (-3.9408, 0.4065, 2.4558)
O (-3.1863, -2.3707, 1.9278)
H (-3.7308, -3.1642, 1.9736)
H (-2.2712, -2.6999, 1.7913)
O (3.4671, -2.6438, -3.0998)
H (2.8751, -1.9527, -3.4213)
H (4.1737, -2.1606, -2.6557)
O (-1.3062, 4.5575, 2.8706)
H (-0.4159, 4.8775, 3.0506)
H (-1.2778, 3.6216, 3.0991)
O (-0.0739, 5.7507, -1.6225)
H (-0.3982, 4.8590, -1.3911)
H (0.8627, 5.6280, -1.8020)
O (-2.2058, 4.0050, -4.4903)
H (-1.9232, 4.3379, -5.3486)
H (-1.5285, 4.3120, -3.8707)
O (-4.1597, -0.8824, -0.2911)
H (-3.4111, -0.3754, 0.0421)
H (-4.0875, -1.7384, 0.1514)
O (2.4718, 0.9788, 3.6091)
H (1.5833, 1.3479, 3.6220)
H (3.0378, 1.7133, 3.3277)
O (-3.3374, 2.5071, 0.3571)
H (-3.0015, 3.4123, 0.3463)
H (-3.3674, 2.2695, 1.2958)
O (3.8698, -0.6903, 1.3586)
H (3.5080, -1.3576, 1.9525)
H (3.1392, -0.0775, 1.2081)
O (-4.2028, 4.3090, -2.1346)
H (-4.5505, 3.5036, -1.7298)
H (-3.3637, 4.4607, -1.6899)

Atomic forces in eV per Å
O 0.08 0.12 0.66
C 0.25 -0.52 -0.22
O -0.51 -0.36 -0.64
B -0.19 0.52 0.43
O 0.06 -0.94 0.17
C 0.11 0.97 -0.33
O 0.17 0.08 0.16
O -0.89 -0.06 0.61
C 1.22 -0.13 -0.65
O -0.60 0.14 0.20
C -0.17 -0.48 0.61
O 0.16 0.65 -0.34
O 0.08 0.15 -0.25
O -0.01 -0.05 -0.26
H -0.11 -0.04 -0.24
H -0.14 -0.06 0.17
O 0.11 0.31 0.06
H -0.21 -0.39 0.11
H 0.03 -0.09 0.01
O 0.02 0.26 -0.06
H 0.01 -0.23 0.10
H -0.04 0.00 -0.04
O -0.09 0.09 -0.06
H 0.00 -0.15 0.03
H 0.06 -0.03 -0.02
O -0.07 0.17 -0.16
H -0.01 -0.10 0.08
H -0.03 -0.09 0.16
O -0.08 0.01 -0.10
H 0.03 0.01 -0.04
H 0.10 -0.11 0.09
O 0.01 -0.32 -0.10
H 0.01 -0.04 0.07
H 0.09 0.49 -0.06
O 0.47 -0.29 0.22
H -0.16 0.06 0.00
H -0.13 0.00 -0.15
O -0.13 0.34 0.06
H -0.07 -0.03 0.10
H 0.10 -0.21 0.01
O 0.22 -0.46 0.05
H 0.04 0.07 0.14
H -0.26 0.12 -0.04
O 0.02 0.18 -0.26
H 0.24 0.13 0.06
H -0.08 -0.01 -0.01
O -0.13 -0.07 0.17
H -0.01 -0.05 -0.16
H 0.01 0.05 -0.02
O -0.17 -0.17 -0.09
H 0.24 0.33 -0.07
H -0.03 -0.02 0.08
O 0.32 0.05 -0.07
H -0.01 -0.04 0.06
H -0.16 0.00 -0.01
O -0.21 -0.10 -0.18
H -0.05 0.03 -0.05
H 0.21 0.35 0.07
O 0.03 0.05 0.15
H 0.04 -0.05 -0.05
H -0.09 -0.07 -0.18
O 0.13 0.26 0.06
H -0.06 -0.07 0.10
H 0.18 -0.21 -0.20
O -0.08 -0.18 -0.35
H 0.06 0.17 0.11
H 0.11 0.08 0.27
O -0.21 0.01 0.19
H 0.17 0.03 -0.04
H 0.02 -0.04 -0.12

Atom-resolved charges from natural (NBO), all expressed in e: -0.607, 0.724, -0.649, 1.173, -0.642, 0.691, -0.580, -0.688, 0.691, -0.544, 0.712, -0.631, -0.601, -0.968, 0.469, 0.487, -0.970, 0.503, 0.465, -0.980, 0.504, 0.464, -0.972, 0.509, 0.465, -0.970, 0.475, 0.493, -0.949, 0.463, 0.485, -0.966, 0.465, 0.492, -0.944, 0.471, 0.476, -0.972, 0.500, 0.476, -0.997, 0.476, 0.503, -0.955, 0.476, 0.494, -0.943, 0.474, 0.470, -0.967, 0.491, 0.460, -0.943, 0.467, 0.484, -0.954, 0.472, 0.475, -0.961, 0.463, 0.493, -0.966, 0.470, 0.492, -0.949, 0.472, 0.477, -0.939, 0.481, 0.460

---

Record 3
# C4H38NO15S

15 unconnected molecules or ions with the total composition C4H38NO15S in a non-equilibrium geometry (ωB97M-V with the def2-TZVPD basis set, OMol25).

As for the net charge: -1. As for the lowest unoccupied orbital energy: 2.44 eV. The energy above the lowest of the compared OMol25 structures with the same formula, charge and spin is 87.54 kcal per mole. As for the gap between HOMO and LUMO: 9.045 eV. The calculation puts the electronic energy at -47801.90286 eV.

Element x y z (Å)
C (0.8354, -1.4001, -0.0483)
N (0.3833, -0.0112, 0.3408)
C (-0.9831, 0.0328, 1.0509)
O (-1.1067, -0.6748, 2.1842)
C (1.7816, -2.1135, 0.9668)
C (1.1194, -2.9741, 1.9298)
S (0.7295, -4.5731, 1.2250)
H (0.0430, -2.0499, -0.4795)
H (1.4193, -1.3063, -1.0729)
H (1.1562, 0.3932, 0.8954)
H (-1.1266, 1.1152, 1.2900)
H (-1.7837, -0.2628, 0.3802)
H (2.2571, -1.2568, 1.5745)
H (2.4992, -2.5280, 0.2101)
H (0.2318, -2.5415, 2.1985)
H (1.7547, -2.8915, 2.8706)
H (-0.6138, -4.4976, 1.0183)
H (-0.2577, 4.0999, 0.1466)
H (-1.5879, 4.1846, -0.7353)
O (-0.8157, 4.6219, -0.3889)
H (-3.4919, -1.0605, -1.6432)
H (-3.2823, 0.3037, -2.3658)
O (-3.7900, -0.5779, -2.4411)
H (-2.7568, -2.4247, 0.3255)
H (-2.1481, -3.3515, -0.7063)
O (-2.4807, -2.4655, -0.6431)
H (-2.0231, 3.1962, -2.5494)
H (-1.5756, 1.9479, -2.0993)
O (-2.3637, 2.4218, -2.3599)
H (2.3190, 2.4351, 1.7187)
H (2.4235, 1.9192, 3.1347)
O (2.9897, 2.2492, 2.3624)
H (-2.4737, -2.6856, 2.2590)
H (-1.2909, -2.1657, 1.9904)
O (-1.8682, -3.0540, 1.7354)
H (0.8815, 1.4463, -1.9024)
H (0.1963, 0.6537, -0.8566)
O (-0.0215, 1.3022, -1.8454)
H (0.0257, 2.5984, 3.5890)
H (0.6546, 1.4939, 4.1442)
O (0.5407, 2.3907, 4.3256)
H (-0.0139, -0.5947, 3.1651)
H (0.3827, -0.5548, 4.7915)
O (0.6574, -0.3349, 3.9961)
H (3.2210, 0.6466, -1.2244)
H (2.9770, 1.0971, 0.3229)
O (2.8180, 1.3104, -0.7257)
H (1.2372, -0.5504, -3.4279)
H (0.7760, -1.8814, -3.2117)
O (1.5271, -1.4353, -3.6297)
H (1.1344, 2.6335, -0.3281)
H (1.4182, 3.9855, 0.3679)
O (1.0950, 3.1245, 0.6023)
H (-1.3646, -1.1251, -2.4331)
H (-2.3691, -1.3561, -3.6310)
O (-1.4333, -1.1031, -3.4684)
H (0.8247, 1.9484, -3.8178)
H (-0.1334, 0.9452, -4.5725)
O (0.8460, 1.3053, -4.5048)

Atomic forces in eV per Å
C 1.14 0.38 -2.45
N -0.94 -1.63 -0.29
C 0.70 1.56 0.42
O 0.93 -1.33 1.00
C 0.90 3.46 -2.43
C 2.00 -1.15 1.36
S 0.15 -1.23 -0.11
H -0.23 0.52 1.20
H -0.63 0.37 2.06
H -1.05 -0.16 -0.09
H 0.17 -0.31 -0.45
H 0.32 0.00 -0.94
H -0.16 -1.16 -1.04
H -0.04 -0.34 1.62
H -1.74 0.92 0.79
H -0.83 -1.29 -0.91
H 0.66 0.35 0.44
H 0.02 -1.72 0.84
H -0.03 -0.75 0.34
O -0.86 2.62 -1.33
H -0.21 -0.06 -0.50
H -1.28 -1.76 -0.38
O 0.83 1.93 0.93
H 1.02 -0.26 -1.48
H 0.27 -0.64 -0.12
O -1.24 1.06 0.63
H 2.28 6.29 -1.84
H 0.97 -0.83 0.26
O -3.35 -5.37 1.44
H -0.80 0.73 -0.73
H 1.26 0.77 -1.28
O -0.32 -1.51 2.07
H -4.96 1.34 3.63
H -0.55 -0.51 -1.38
O 4.16 -0.33 -1.55
H 2.92 0.73 -0.91
H -0.94 0.63 -0.38
O -1.66 -1.47 2.15
H -1.52 1.28 -1.82
H 0.49 -3.48 0.16
O 0.91 2.15 1.72
H 0.22 0.74 1.72
H -2.43 -1.86 5.63
O 1.99 1.40 -7.42
H 1.12 -1.89 -1.03
H -0.14 0.73 -3.88
O -0.57 1.25 4.84
H 0.13 1.24 -0.50
H 0.13 -0.53 -0.46
O -0.20 -0.73 0.71
H -0.27 1.13 2.68
H 0.76 0.82 0.00
O -0.04 -2.06 -2.61
H -0.39 0.10 -2.96
H 0.71 0.39 0.47
O 0.24 -0.52 2.35
H -0.43 0.69 0.79
H 2.93 1.05 0.54
O -2.53 -1.77 -1.54

Atom-resolved charges from natural (NBO), all expressed in e: -0.263, -0.670, 0.129, -0.884, -0.433, -0.535, -0.095, 0.231, 0.203, 0.378, 0.139, 0.153, 0.202, 0.227, 0.230, 0.234, 0.170, 0.480, 0.481, -0.990, 0.491, 0.494, -0.986, 0.505, 0.479, -1.003, 0.447, 0.504, -0.973, 0.477, 0.491, -0.984, 0.457, 0.497, -1.033, 0.455, 0.481, -1.107, 0.456, 0.483, -0.958, 0.510, 0.454, -1.058, 0.484, 0.505, -0.988, 0.483, 0.467, -0.950, 0.525, 0.483, -0.974, 0.481, 0.500, -0.990, 0.468, 0.503, -0.966